{"formula": "C20H22FNO12", "method": "wB97M-V/def2-TZVPD", "lumo_ev": -2.902, "smiles": "N#COC1=CC(=O)c2ccc(F)cc2C1=O.COC(=O)OC.COC(=O)OC.COC(=O)OC", "homo_energy_ev": -9.931, "total_charge": 0, "orbital_gap_ev": 7.029, "elements": ["N", "C", "O", "C", "C", "C", "O", "C", "C", "C", "C", "F", "C", "C", "C", "O", "H", "H", "H", "H", "C", "O", "C", "O", "O", "C", "H", "H", "H", "H", "H", "H", "C", "O", "C", "O", "O", "C", "H", "H", "H", "H", "H", "H", "C", "O", "C", "O", "O", "C", "H", "H", "H", "H", "H", "H"], "positions_angstrom": [[4.65637, -4.73245, -2.33231], [4.69269, -4.13326, -3.50510], [4.37718, -3.26716, -4.68943], [2.96885, -2.76710, -4.55252], [2.71641, -1.50922, -3.77499], [1.18151, -0.96275, -3.56595], [1.00328, 0.27279, -3.07211], [-0.04721, -1.99788, -3.96026], [-1.59246, -1.64609, -3.53367], [-2.82420, -2.65313, -3.94242], [-2.52538, -4.05330, -4.77518], [-3.61773, -5.01223, -5.16416], [-0.97304, -4.41701, -5.22486], [0.24676, -3.38644, -4.82782], [1.80154, -3.68253, -5.27028], [2.09866, -4.65957, -6.16634], [3.67980, -0.96689, -3.34332], [-1.79142, -0.64267, -2.94534], [-3.91464, -2.30498, -3.61497], [-0.80984, -5.40426, -5.84692], [1.57218, -4.93948, -0.55650], [0.47700, -4.06945, -0.27705], [0.39057, -3.67956, 1.01984], [1.14902, -4.00664, 1.91908], [-0.68592, -2.86267, 1.14268], [-0.90219, -2.37169, 2.46419], [1.54389, -5.18717, -1.62118], [2.52407, -4.44227, -0.34389], [1.48288, -5.86860, 0.01563], [-0.04926, -1.77190, 2.79761], [-1.09045, -3.19815, 3.15708], [-1.78750, -1.73008, 2.44575], [0.67218, 2.63552, -1.83150], [-0.42300, 3.50555, -1.55205], [-0.50943, 3.89544, -0.25516], [0.24902, 3.56836, 0.64408], [-1.58592, 4.71233, -0.13231], [-1.80219, 5.20331, 1.18919], [0.64389, 2.38783, -2.89618], [1.62407, 3.13273, -1.61889], [0.58288, 1.70640, -1.25937], [-0.94926, 5.80310, 1.52261], [-1.99045, 4.37685, 1.88208], [-2.68750, 5.84492, 1.17075], [0.37218, 3.34462, 4.68669], [-0.72300, 4.21464, 4.96613], [-0.80943, 4.60454, 6.26302], [-0.05098, 4.27745, 7.16226], [-1.88592, 5.42142, 6.38587], [-2.10219, 5.91240, 7.70737], [0.34389, 3.09692, 3.62200], [1.32407, 3.84182, 4.89929], [0.28288, 2.41549, 5.25882], [-1.24926, 6.51219, 8.04079], [-2.29045, 5.08594, 8.40026], [-2.98750, 6.55401, 7.68893]]}